[1]
{
  "formula": "H18O9",
  "method": "wB97M-V/def2-TZVPD",
  "elements": ["H", "H", "H", "H", "H", "H", "H", "H", "H", "H", "H", "H", "H", "H", "H", "H", "H", "H", "O", "O", "O", "O", "O", "O", "O", "O", "O"],
  "xyz": [[-0.00371, -1.32408, 0.30843], [-0.90891, -0.10222, -0.01365], [3.40104, -0.22976, -0.69710], [2.79488, -0.84594, -2.04880], [-2.72033, -1.75192, -1.72482], [-2.39638, -0.58859, -0.89463], [2.55530, 4.09494, 0.04193], [1.41828, 3.44995, -0.86272], [-0.90439, -3.00963, 2.98821], [0.22192, -2.17833, 3.33186], [-4.41040, 1.28949, -2.08193], [-4.42325, 2.18046, -0.75050], [1.94287, 1.47609, -0.45578], [1.20938, 0.38754, 0.05314], [1.75210, -2.99240, -1.76655], [1.64033, -1.87071, -0.73510], [-0.69194, 1.12845, 3.11539], [0.14248, 2.10242, 2.55113], [-0.34819, -0.72077, -0.42272], [3.13531, -1.06165, -1.12566], [-3.17791, -1.23610, -1.08412], [1.82266, 3.40429, 0.02433], [-0.60934, -2.15776, 2.81745], [-4.07912, 1.35235, -1.18607], [1.85623, 0.57124, -0.66571], [1.21249, -2.70379, -0.96194], [-0.43140, 1.33643, 2.24593]],
  "lowdin_charge": [0.083, 0.005, 0.049, 0.096, 0.006, 0.049, 0.088, 0.059, -0.004, 0.057, 0.027, 0.063, -0.016, 0.060, 0.075, -0.036, 0.002, 0.076, -0.072, -0.137, -0.094, -0.081, -0.026, -0.081, -0.088, -0.112, -0.050],
  "multiplicity": 1,
  "smiles": "O.O.O.O.O.O.O.O.O",
  "homo_lumo_gap_ev": 9.9939,
  "e_tot_ev": -18717.3166,
  "lumo_energy_ev": 0.20
}

=====

[2]
{
  "formula": "H18O9",
  "method": "wB97M-V/def2-TZVPD",
  "elements": ["H", "H", "H", "H", "H", "H", "H", "H", "H", "H", "H", "H", "H", "H", "H", "H", "H", "H", "O", "O", "O", "O", "O", "O", "O", "O", "O"],
  "xyz": [[-0.87783, 0.22976, 0.04894], [-0.20154, 0.14408, -1.30949], [0.56556, 3.45303, 2.15519], [0.75055, 3.07125, 0.69571], [2.00850, -2.47671, 0.62150], [2.97141, -3.10636, 1.61467], [-0.18350, -0.75712, 1.17635], [-1.04199, -1.87387, 0.60548], [1.43398, 1.11948, -2.82995], [2.74138, 1.42783, -3.54106], [-2.41294, -0.10557, -2.01865], [-3.69617, -0.60191, -1.37288], [-2.56244, -0.51391, 4.01506], [-1.47029, 0.20726, 4.78782], [-2.93070, 2.15108, -1.35771], [-2.67072, 3.11208, -0.20927], [3.92858, -1.61804, -1.58809], [3.39511, -2.96868, -1.13952], [-0.22212, -0.27732, -0.44290], [0.13729, 2.97892, 1.43353], [2.14495, -3.27277, 1.14749], [-0.22324, -1.71616, 1.08897], [1.79262, 1.59029, -3.59067], [-3.02770, 0.08885, -1.30222], [-1.62089, -0.30960, 3.98834], [-2.23918, 2.44379, -0.75347], [3.51132, -2.41968, -1.92315]],
  "lowdin_charge": [0.046, 0.048, 0.033, 0.034, 0.010, 0.035, 0.020, 0.047, 0.015, 0.036, 0.050, 0.059, 0.032, 0.030, 0.016, 0.041, 0.030, 0.013, -0.089, -0.059, -0.061, -0.086, -0.054, -0.056, -0.057, -0.076, -0.059],
  "multiplicity": 1,
  "smiles": "O.O.O.O.O.O.O.O.O",
  "homo_lumo_gap_ev": 9.7704,
  "e_tot_ev": -18717.7866,
  "lumo_energy_ev": 0.21
}

=====

[3]
{
  "formula": "H18O9",
  "method": "wB97M-V/def2-TZVPD",
  "elements": ["H", "H", "H", "H", "H", "H", "H", "H", "H", "H", "H", "H", "H", "H", "H", "H", "H", "H", "O", "O", "O", "O", "O", "O", "O", "O", "O"],
  "xyz": [[-0.38610, 0.55105, -1.90893], [-0.76503, 0.39111, -0.52379], [-0.27697, 0.20648, 1.28389], [0.33272, -0.93248, 2.15329], [2.68946, 1.03247, 0.47846], [4.01009, 0.82199, -0.06649], [0.10416, 3.11512, -1.72308], [-0.64871, 2.59398, -0.65470], [-0.15480, 3.54022, 1.25151], [0.54192, 4.38506, 2.23260], [-1.29217, -2.87968, -1.34252], [-2.49330, -2.96063, -0.35412], [-0.55234, -4.83907, -1.02829], [0.94497, -4.85054, -0.77069], [-1.91318, 0.50523, 2.55933], [-1.91372, 1.90013, 1.97288], [0.77812, -1.33098, -2.29872], [1.00277, -0.99833, -0.76342], [-0.34729, -0.10828, -1.19101], [-0.45286, -0.67958, 1.58049], [3.15046, 0.48460, -0.16206], [-0.15356, 2.28578, -1.41375], [-0.09105, 4.45714, 1.43034], [-1.57262, -2.99614, -0.40324], [0.26699, -4.46842, -1.39375], [-1.86950, 1.47954, 2.75796], [1.06157, -0.70576, -1.70221]],
  "lowdin_charge": [0.077, -0.019, -0.003, 0.100, 0.031, 0.007, 0.035, 0.039, -0.037, 0.101, 0.055, 0.006, 0.027, 0.070, 0.056, -0.056, 0.022, 0.097, -0.186, -0.060, -0.023, -0.003, -0.065, -0.056, -0.098, -0.030, -0.085],
  "multiplicity": 1,
  "homo_lumo_gap_ev": 6.0709,
  "e_tot_ev": -18712.2840,
  "lumo_energy_ev": -0.20
}

=====

Per-record max |F|, eV/Å: 3.68 3.65 15.33